The molecule C4H5NO2 in a non-equilibrium geometry. Source: the Open Molecules 2025 dataset; level of theory: the ωB97M-V functional and the def2-TZVPD basis.

Geometry as ORCA input:
```
! RIJCOSX wB97M-V def2-TZVPD def2/J DEFGRID3
* xyz 0 1
O -2.2307 0.1217 -0.1322
C -1.0529 0.1548 0.0529
C -0.1125 1.2905 -0.1085
C 1.1446 1.1715 0.0836
C 1.6869 -0.2740 0.0505
O 0.8047 -1.0817 -0.4928
N -0.4584 -1.1341 0.4479
H -0.7129 2.3059 -0.0765
H 1.8157 1.9385 0.4398
H 2.8582 -0.2693 -0.3784
H 1.6218 -0.5245 1.1648
H -0.9622 -1.8882 0.2442
*
```

E_HOMO in eV: -9.78
Kohn-Sham gap in eV: 10.231
SMILES string: O=C1C=CCON1
Energy in Ha: -360.5110
Relative energy (zero: lowest compared OMol25 entry of this formula, charge and spin) in eV: 4.311

Atomic partial charges in e from the Löwdin method, atoms 1 to 6: 0.11 -0.43 -0.04 -0.07 -0.30 -0.11